Arrangement P

Formula: C7H11N2O2
Source: OMol25
Level of theory: ωB97M-V/def2-TZVPD

ORCA input file:
```
! wB97M-V def2-TZVPD RIJCOSX def2/J DEFGRID3
* xyz -1 1
C 0.892 -1.309 -0.839
C -0.133 -1.976 -1.760
C 1.270 0.190 -1.290
O 0.678 0.743 -2.174
O 2.301 0.745 -0.686
H 0.525 -1.115 0.220
H 1.755 -1.948 -0.796
H 0.310 -2.600 -2.499
H -0.731 -1.289 -2.361
H -0.940 -2.467 -1.189
C -1.931 0.961 0.058
C 0.310 1.570 1.179
C -0.975 1.093 1.131
C 0.040 0.483 2.968
N 0.991 1.233 2.306
N -1.141 0.426 2.362
H 0.716 2.195 0.386
H 2.399 0.585 0.272
H -1.521 1.060 -0.984
H -2.832 1.590 -0.028
H 0.377 -0.144 3.767
H -2.362 -0.026 -0.044
*
```

Calculated values
- E_HOMO: -3.360 eV

These are the Mulliken partial charges, in e, on atoms 1 to 5: number 1, C, carries -0.18; number 2, C, carries -1.25; number 3, C, carries 0.44; number 4, O, carries -0.55; number 5, O, carries -0.52

Arrangement Q

Formula: C7H11N2O2
Source: OMol25
Level of theory: ωB97M-V/def2-TZVPD

ORCA input file:
```
! wB97M-V def2-TZVPD RIJCOSX def2/J DEFGRID3
* xyz -1 1
C -2.105 0.870 -1.110
C -2.333 0.269 -2.474
C -2.629 -0.031 0.053
O -2.690 -1.264 -0.136
O -2.950 0.598 1.091
H -1.052 1.071 -0.887
H -2.674 1.790 -0.974
H -2.071 -0.791 -2.488
H -1.776 0.720 -3.301
H -3.386 0.281 -2.763
C 3.872 -0.104 0.923
C 0.527 -1.282 0.580
C 2.406 -0.352 1.044
C 1.445 0.371 1.683
N 1.810 -1.369 0.339
N 0.246 -0.236 1.380
H -0.259 -1.954 0.269
H -0.618 0.220 1.657
H 1.467 1.186 2.394
H 4.276 0.541 1.708
H 4.054 0.497 0.030
H 4.438 -1.030 0.981
*
```

Calculated values
- E_HOMO: -4.494 eV

These are the Mulliken partial charges, in e, on atoms 1 to 5: number 1, C, carries -0.04; number 2, C, carries -1.11; number 3, C, carries 0.39; number 4, O, carries -0.74; number 5, O, carries -0.80

Arrangement R

Formula: C7H11N2O2
Source: OMol25
Level of theory: ωB97M-V/def2-TZVPD

ORCA input file:
```
! wB97M-V def2-TZVPD RIJCOSX def2/J DEFGRID3
* xyz -1 1
C 0.626 3.163 -3.445
C 0.975 1.897 -3.059
C 0.936 1.398 -1.681
C 1.774 1.658 -0.648
N 1.308 0.904 0.417
C 0.255 0.206 0.057
N -0.005 0.487 -1.208
H 1.346 3.739 -4.023
H -0.334 3.634 -3.261
H 1.354 1.203 -3.810
H 2.632 2.300 -0.656
H 1.733 0.852 1.334
H -0.321 -0.503 0.656
H -0.765 0.103 -1.748
O -1.608 -2.504 0.837
C -2.052 -2.630 2.104
C -0.838 -2.643 3.176
O -1.243 -2.769 4.432
H -2.635 -3.550 2.325
H -2.724 -1.817 2.470
H -0.265 -1.686 2.933
H -0.150 -3.442 2.798
*
```

Calculated values
- E_HOMO: -0.744 eV

These are the Mulliken partial charges, in e, on atoms 1 to 5: number 1, C, carries -0.53; number 2, C, carries -0.75; number 3, C, carries 0.31; number 4, C, carries -0.40; number 5, N, carries 0.00

Bottom line: arrangement Q, by a margin of 128.6 kJ/mol.

Arrangement P

Formula: C4H2CaLiO2
Source: OMol25
Level of theory: ωB97M-V/def2-TZVPD

ORCA input file:
```
! wB97M-V def2-TZVPD RIJCOSX def2/J DEFGRID3
* xyz 1 1
O -0.426 -0.931 -1.316
C 0.798 -0.513 -1.053
C 1.785 -0.161 -0.434
C -1.327 -0.527 1.824
C -1.127 0.716 1.684
O -0.549 1.795 1.480
Li 0.656 2.004 0.052
H -0.605 -0.992 -2.269
H 2.784 0.116 -0.133
Ca -1.990 -1.507 0.167
*
```

Calculated values
- E_HOMO: -10.660 eV

These are the Mulliken partial charges, in e, on atoms 1 to 5: number 1, O, carries -0.53; number 2, C, carries 0.34; number 3, C, carries -0.55; number 4, C, carries -0.98; number 5, C, carries 0.45

Arrangement Q

Formula: C4H2CaLiO2
Source: OMol25
Level of theory: ωB97M-V/def2-TZVPD

ORCA input file:
```
! wB97M-V def2-TZVPD RIJCOSX def2/J DEFGRID3
* xyz 1 1
H 3.264 2.254 4.383
C 0.671 2.532 0.937
C -0.466 2.031 0.499
C -0.549 0.713 -0.050
C -0.607 -0.402 -0.537
O -0.692 -1.544 -1.062
O 1.688 2.993 1.301
Li 2.921 2.988 2.861
Ca -0.375 -3.568 -1.153
H -1.322 2.714 0.540
*
```

Calculated values
- E_HOMO: -8.554 eV

These are the Mulliken partial charges, in e, on atoms 1 to 5: number 1, H, carries -0.47; number 2, C, carries 0.63; number 3, C, carries -0.98; number 4, C, carries -0.21; number 5, C, carries 0.96

Bottom line: arrangement P, by a margin of 32.1 kJ/mol.

Arrangement P

Formula: C2H4BrP
Source: OMol25
Level of theory: ωB97M-V/def2-TZVPD

ORCA input file:
```
! wB97M-V def2-TZVPD RIJCOSX def2/J DEFGRID3
* xyz 0 1
C 1.385 -0.363 0.276
C 1.355 0.238 -1.087
P 1.494 -0.928 1.711
Br -4.516 0.543 1.876
H -3.803 -0.585 1.504
H 2.334 0.092 -1.626
H 1.188 1.308 -1.081
H 0.563 -0.306 -1.573
*
```

Calculated values
- SMILES: CC#P.Br
- E_HOMO: -9.627 eV

These are the Mulliken partial charges, in e, on atoms 1 to 5: number 1, C, carries 0.24; number 2, C, carries -0.56; number 3, P, carries -0.41; number 4, Br, carries -0.20; number 5, H, carries 0.20

Arrangement Q

Formula: C2H4BrP
Source: OMol25
Level of theory: ωB97M-V/def2-TZVPD

ORCA input file:
```
! wB97M-V def2-TZVPD RIJCOSX def2/J DEFGRID3
* xyz 0 1
C -0.333 -0.314 0.127
C 0.681 -0.232 -0.768
P -1.021 -0.917 1.934
Br 0.792 -1.629 2.830
H -0.843 0.383 2.310
H -1.318 0.049 -0.382
H 0.317 0.055 -1.739
H 1.787 -0.505 -0.640
*
```

Calculated values
- SMILES: C=CPBr
- E_HOMO: -9.594 eV

These are the Mulliken partial charges, in e, on atoms 1 to 5: number 1, C, carries -0.29; number 2, C, carries -0.39; number 3, P, carries 0.12; number 4, Br, carries -0.13; number 5, H, carries 0.09

Arrangement R

Formula: C2H4BrP
Source: OMol25
Level of theory: ωB97M-V/def2-TZVPD

ORCA input file:
```
! wB97M-V def2-TZVPD RIJCOSX def2/J DEFGRID3
* xyz 0 1
C 0.339 -0.835 -0.070
C -0.627 0.238 0.234
P -0.071 0.320 -1.487
Br -2.348 -0.011 0.897
H 1.333 -0.765 0.350
H -0.027 -1.856 -0.115
H 0.416 1.705 1.435
H 0.985 1.205 -1.246
*
```

Calculated values
- E_HOMO (spin up / spin down): -8.716 / -9.700 eV

These are the Mulliken partial charges, in e, on atoms 1 to 5: number 1, C, carries -0.46; number 2, C, carries -0.14; number 3, P, carries -0.02; number 4, Br, carries -0.08; number 5, H, carries 0.22

Bottom line: arrangement Q, by a margin of 18.1 kJ/mol.

Arrangement P

Formula: C7H10N
Source: OMol25
Level of theory: ωB97M-V/def2-TZVPD

ORCA input file:
```
! wB97M-V def2-TZVPD RIJCOSX def2/J DEFGRID3
* xyz 1 1
C 1.810 0.843 -0.454
C -3.460 1.334 0.309
C -2.704 0.295 0.016
C 2.600 -0.038 0.085
C -0.165 0.538 -0.200
C -3.140 -1.135 -0.321
C 4.084 0.230 0.081
N -1.334 0.421 -0.071
H -2.881 2.242 0.381
H -4.493 1.076 0.111
H 2.302 -1.009 0.531
H 1.585 1.704 -1.004
H -2.171 -1.683 -0.643
H -3.816 -1.015 -1.226
H -3.598 -1.583 0.609
H 4.216 1.247 -0.283
H 4.749 -0.439 -0.387
H 4.387 0.265 1.078
*
```

Calculated values
- E_HOMO: -14.033 eV

These are the Mulliken partial charges, in e, on atoms 1 to 5: number 1, C, carries -0.13; number 2, C, carries -0.82; number 3, C, carries 0.51; number 4, C, carries 0.18; number 5, C, carries 0.18

Arrangement Q

Formula: C7H10N
Source: OMol25
Level of theory: ωB97M-V/def2-TZVPD

ORCA input file:
```
! wB97M-V def2-TZVPD RIJCOSX def2/J DEFGRID3
* xyz 1 1
C 1.567 0.958 -1.004
C 1.459 -0.459 -0.852
C 2.274 0.310 -0.019
C -2.670 0.022 0.202
C 0.697 -1.585 -1.010
C 2.962 0.347 1.311
C -3.841 0.700 0.321
N -1.650 -0.369 -0.031
H 1.381 1.888 -1.473
H -0.434 -1.242 -0.684
H 1.178 -2.465 -0.525
H 0.535 -1.899 -2.032
H 2.541 -0.649 1.830
H 2.619 1.309 1.685
H 4.020 0.260 1.247
H -4.389 0.750 -0.620
H -3.708 1.709 0.605
H -4.540 0.414 1.048
*
```

Calculated values
- E_HOMO: -15.104 eV

These are the Mulliken partial charges, in e, on atoms 1 to 5: number 1, C, carries -0.39; number 2, C, carries 0.43; number 3, C, carries 0.33; number 4, C, carries 0.40; number 5, C, carries -0.89

Bottom line: arrangement Q, by a margin of 107.9 kJ/mol.

Arrangement P

Formula: C4H10
Source: OMol25
Level of theory: ωB97M-V/def2-TZVPD

ORCA input file:
```
! wB97M-V def2-TZVPD RIJCOSX def2/J DEFGRID3
* xyz 1 2
C -1.797 2.750 2.660
H -2.430 2.311 3.434
H -1.185 3.478 3.098
H -2.387 3.434 1.972
H -1.006 2.095 2.075
C -0.386 -1.077 -0.513
C 0.989 -1.590 -1.114
C 1.842 -0.842 -1.774
H -0.135 -0.988 0.573
H -0.687 -0.187 -1.002
H -1.133 -1.847 -0.658
H 1.024 -2.587 -0.755
H 1.905 -1.386 -2.706
H 2.144 0.234 -1.584
*
```

Calculated values
- <S²>: 0.76
- E_HOMO (spin up / spin down): -15.132 / -15.132 eV

These are the Mulliken partial charges, in e, on atoms 1 to 5: number 1, C, carries -0.85; number 2, H, carries 0.24; number 3, H, carries 0.28; number 4, H, carries 0.23; number 5, H, carries 0.10

Arrangement Q

Formula: C4H10
Source: OMol25
Level of theory: ωB97M-V/def2-TZVPD

ORCA input file:
```
! wB97M-V def2-TZVPD RIJCOSX def2/J DEFGRID3
* xyz 1 2
C 0.221 1.265 1.011
C -0.533 1.061 -0.166
C -1.756 0.391 -0.476
C 1.307 -1.568 -0.253
H 1.106 1.918 0.977
H 0.368 0.538 1.809
H 0.005 1.492 -1.038
H 2.085 -0.826 -0.039
H -2.001 0.289 -1.542
H -2.116 1.440 0.822
H -1.831 -0.607 -0.040
H 1.829 -2.526 -0.239
H 0.840 -1.461 -1.253
H 0.475 -1.406 0.427
*
```

Calculated values
- <S²>: 0.76
- E_HOMO (spin up / spin down): -15.622 / -16.705 eV

These are the Mulliken partial charges, in e, on atoms 1 to 5: number 1, C, carries -0.69; number 2, C, carries 0.12; number 3, C, carries -0.54; number 4, C, carries -0.89; number 5, H, carries 0.34

Bottom line: arrangement P, by a margin of 155.3 kJ/mol.

Arrangement P

Formula: C3H4ClNOS
Source: OMol25
Level of theory: ωB97M-V/def2-TZVPD

ORCA input file:
```
! wB97M-V def2-TZVPD RIJCOSX def2/J DEFGRID3
* xyz 0 1
C -0.422 -0.783 0.153
C 0.110 0.574 -0.034
C 1.609 0.698 0.371
H -3.245 -0.885 -0.846
H 0.263 -1.537 0.565
H 1.982 1.720 0.264
H 1.748 0.320 1.401
N -1.576 -1.329 -0.111
O -2.414 -0.404 -0.662
S -0.716 1.919 -0.411
Cl 2.662 -0.294 -0.689
*
```

Calculated values
- SMILES: O/N=C\C(=S)CCl
- E_HOMO: -8.837 eV

These are the Mulliken partial charges, in e, on atoms 1 to 5: number 1, C, carries -0.11; number 2, C, carries 0.40; number 3, C, carries -0.54; number 4, H, carries 0.35; number 5, H, carries 0.32

Arrangement Q

Formula: C3H4ClNOS
Source: OMol25
Level of theory: ωB97M-V/def2-TZVPD

ORCA input file:
```
! wB97M-V def2-TZVPD RIJCOSX def2/J DEFGRID3
* xyz 0 1
C -0.377 -1.560 0.171
C -1.085 0.725 -0.308
C -0.004 -0.143 0.331
N -0.532 -2.684 0.028
O 2.653 -0.845 0.219
S 1.713 -0.085 -0.537
Cl 1.759 1.896 0.168
H -1.115 0.494 -1.416
H -2.046 0.229 0.200
H -0.993 1.790 -0.222
H 0.026 0.183 1.367
*
```

Calculated values
- E_HOMO: -10.585 eV

These are the Mulliken partial charges, in e, on atoms 1 to 5: number 1, C, carries 0.10; number 2, C, carries -1.11; number 3, C, carries 0.14; number 4, N, carries -0.39; number 5, O, carries -0.43

Bottom line: arrangement Q, by a margin of 95.9 kJ/mol.

Arrangement P

Formula: C2H2Cl3NS
Source: OMol25
Level of theory: ωB97M-V/def2-TZVPD

ORCA input file:
```
! wB97M-V def2-TZVPD RIJCOSX def2/J DEFGRID3
* xyz 0 1
C 1.268 0.689 -0.115
C 2.465 -0.185 -0.146
N 0.063 0.144 0.071
S 1.692 2.305 -0.142
Cl 3.090 -0.265 1.690
Cl 2.176 -1.918 -0.513
Cl 3.830 0.400 -1.034
H 0.215 -0.792 0.362
H -0.572 0.850 0.410
*
```

Calculated values
- SMILES: NC(=S)C(Cl)(Cl)Cl
- E_HOMO: -8.912 eV

These are the Mulliken partial charges, in e, on atoms 1 to 5: number 1, C, carries 0.22; number 2, C, carries 0.19; number 3, N, carries -0.34; number 4, S, carries -0.23; number 5, Cl, carries -0.12

Arrangement Q

Formula: C2H2Cl3NS
Source: OMol25
Level of theory: ωB97M-V/def2-TZVPD

ORCA input file:
```
! wB97M-V def2-TZVPD RIJCOSX def2/J DEFGRID3
* xyz 0 1
C -0.174 0.640 -0.072
C 1.005 0.108 0.491
N -1.363 0.078 0.208
S -0.087 2.056 -0.974
Cl 0.730 -2.013 -1.665
Cl 2.533 0.697 0.121
Cl 0.921 -1.125 1.657
H -1.397 -0.883 0.515
H -2.168 0.442 -0.281
*
```

Calculated values
- E_HOMO (spin up / spin down): -9.029 / -9.005 eV

These are the Mulliken partial charges, in e, on atoms 1 to 5: number 1, C, carries 0.23; number 2, C, carries 0.39; number 3, N, carries -0.34; number 4, S, carries -0.22; number 5, Cl, carries -0.49

Bottom line: arrangement P, by a margin of 171.8 kJ/mol.

Arrangement P

Formula: C4H9O2
Source: OMol25
Level of theory: ωB97M-V/def2-TZVPD

ORCA input file:
```
! wB97M-V def2-TZVPD RIJCOSX def2/J DEFGRID3
* xyz -1 1
C 0.309 -1.820 -1.931
C 1.765 -2.270 -1.812
H -0.366 -2.541 -1.471
H 0.128 -0.880 -1.418
H 0.003 -1.779 -2.974
H 2.057 -2.329 -0.767
H 1.933 -3.213 -2.331
H 2.405 -1.526 -2.292
C -0.118 1.898 0.025
C -0.663 1.003 1.176
O -1.890 1.162 1.412
O 0.138 0.214 1.706
H -0.386 2.932 0.254
H -0.594 1.669 -0.924
H 0.944 1.681 -0.117
*
```

Calculated values
- E_HOMO: -3.754 eV

These are the Mulliken partial charges, in e, on atoms 1 to 5: number 1, C, carries -0.61; number 2, C, carries -0.84; number 3, H, carries 0.27; number 4, H, carries 0.06; number 5, H, carries 0.30

Arrangement Q

Formula: C4H9O2
Source: OMol25
Level of theory: ωB97M-V/def2-TZVPD

ORCA input file:
```
! wB97M-V def2-TZVPD RIJCOSX def2/J DEFGRID3
* xyz -1 1
C 0.314 2.229 -0.978
C -0.562 2.180 -2.188
H 1.188 2.860 -1.121
H -0.223 2.381 0.000
H 0.860 1.139 -0.616
H -0.919 1.151 -2.471
H -0.189 2.504 -3.113
H -1.574 2.524 -1.953
C 0.288 -1.085 2.253
C 0.046 -1.317 0.718
O -1.084 -1.572 0.446
O 1.033 -1.147 -0.089
H 1.293 -0.853 2.450
H -0.356 -1.809 2.616
H -0.184 -0.182 2.525
*
```

Calculated values
- E_HOMO: -3.760 eV

These are the Mulliken partial charges, in e, on atoms 1 to 5: number 1, C, carries -0.60; number 2, C, carries -0.90; number 3, H, carries 0.30; number 4, H, carries 0.23; number 5, H, carries 0.08

Bottom line: arrangement P, by a margin of 134.5 kJ/mol.